A molecular structure, C21H21AuF4N5O3S. Source: OMol25; level of theory: wB97M-V/def2-TZVPD.

Geometry (Å):
Au 1.2449 0.4074 -1.8367
C -2.2944 -3.3408 -1.4024
C -1.6434 -1.9708 -1.2592
N -0.5428 -1.7094 -2.1950
C -0.9413 -1.4631 -3.5407
C -0.4053 -2.3900 -4.6196
C 0.6619 -2.5026 -1.9702
C 1.2806 -2.3695 -0.5746
N 1.5485 -0.9942 -0.1550
C 2.1022 -0.7335 1.0298
C 2.2942 0.6360 1.3942
F 1.9287 1.5864 0.5409
C 2.8320 1.0060 2.6001
F 2.9770 2.2970 2.8734
C 3.2191 0.0541 3.5309
C 3.0527 -1.2858 3.2173
F 3.4188 -2.2159 4.0913
C 2.5178 -1.6839 2.0152
F 2.4056 -2.9889 1.7849
H -3.0649 -3.4714 -0.6428
H -1.5717 -4.1481 -1.2772
H -2.7707 -3.4608 -2.3777
H -1.2608 -1.8392 -0.2462
H -2.3860 -1.1831 -1.3940
H -0.8861 0.0251 -4.9949
H -2.0321 -1.4789 -3.5741
H 0.6688 -2.2934 -4.7690
H -0.9033 -2.1973 -5.5704
H -0.6159 -3.4217 -4.3417
H 1.4180 -2.2046 -2.6957
H 0.4784 -3.5741 -2.1194
H 2.2264 -2.9170 -0.6045
H 0.6627 -2.8728 0.1717
H 3.6411 0.3505 4.4812
O 2.1103 5.1239 -8.6107
S 2.5338 5.6803 -7.3307
O 3.6466 4.9174 -6.8015
O 2.8424 7.0865 -7.4582
C 1.1469 5.4833 -6.2147
N 0.3658 6.5307 -6.0497
C -0.6793 6.3191 -5.2486
C -0.9235 5.0962 -4.6536
C -0.0301 4.0606 -4.9190
N 1.0241 4.2714 -5.7116
C -0.1602 2.7029 -4.3624
C 0.8750 1.8287 -4.4210
C 0.7749 0.4857 -3.8827
N -0.6447 0.0052 -3.9946
C -1.5124 0.9856 -3.3221
C -1.3204 2.2727 -3.6092
H -1.3344 7.1650 -5.0789
H -1.7766 4.9700 -4.0040
H 1.8264 2.1464 -4.8301
H 1.4269 -0.2389 -4.3625
H -2.3261 0.5797 -2.7441
H -2.0080 2.9941 -3.1887

Properties
E_HOMO (spin up / spin down) (eV): -11.14 / -11.13
Total charge: +1
Gap between HOMO and LUMO (spin up / spin down) (eV): 8.27 / 5.33
Energy above the lowest of the compared OMol25 structures with the same formula, charge and spin (kcal per mole): 50.46
2S+1: 3
Lowest unoccupied orbital energy (spin up / spin down) (Eh): -0.1055 / -0.2134

Mulliken population analysis, charges in e, atoms 1 to 5:
1. Au 0.42
2. C -1.15
3. C -0.71
4. N 0.70
5. C -0.82



A molecular structure, C8H10N2O2 at a distorted geometry. Source: OMol25; level of theory: wB97M-V/def2-TZVPD.

Geometry (Å):
C 3.1405 -1.2191 0.7679
C 2.9075 -0.2045 -0.5111
C 2.0081 0.9906 -0.1753
C -0.3839 1.2711 -0.1941
C -1.6306 0.3851 -0.1503
C -2.7852 1.1072 0.2160
C -4.0791 -0.6773 0.0981
C -2.9227 -1.3919 -0.3484
H 3.9627 -0.6275 1.5037
H 3.4042 -2.2959 0.1995
H 2.0128 -1.4147 1.4679
H 3.9860 0.1743 -0.9230
H 2.4458 -0.9134 -1.3430
H 2.2225 1.4311 0.8610
H 2.1371 1.8022 -0.8596
H -2.6604 2.1978 0.3420
H -5.1188 -1.0031 0.2900
H -3.2939 -2.3502 -0.8551
N -3.9705 0.6330 0.3814
N -1.6851 -0.8924 -0.4866
O 0.7149 0.4971 -0.2559
O -0.4119 2.5004 -0.0251

Properties
E_HOMO (eV): -9.80
Total charge: 0
Gap between HOMO and LUMO (eV): 9.55
Energy above the lowest of the compared OMol25 structures with the same formula, charge and spin (kcal per mole): 86.80
Lowest unoccupied orbital energy (Eh): -0.0095

Mulliken population analysis, charges in e, atoms 1 to 5:
1. C -0.78
2. C -0.45
3. C -0.52
4. C 0.28
5. C 0.62



6 unconnected molecules or ions with the total composition C19H54NO22P6 at a distorted geometry. Source: OMol25; level of theory: wB97M-V/def2-TZVPD.

Geometry (Å):
C 6.3779 1.7943 2.0671
P 5.1869 1.4128 0.6924
C 4.2126 -0.1126 1.0403
N 4.1847 2.7586 0.2775
C 3.5476 3.4552 1.4239
C 2.3515 2.6788 2.0404
O 1.7463 1.8156 1.3762
O 2.0535 3.0277 3.1907
H 6.5686 0.9257 2.7103
H 7.3296 2.0448 1.5891
H 6.0988 2.6363 2.7133
H 3.2234 -0.0624 0.5785
H 4.1674 -0.4038 2.0954
H 4.7397 -0.9253 0.5230
H 4.8176 3.4325 -0.1404
H 4.2459 3.7893 2.2004
H 3.0992 4.3782 1.0136
C 0.4785 3.1044 -0.8699
O 0.7076 3.9935 -1.9825
P -0.0473 3.6143 -3.4047
O -1.4115 3.2413 -2.9207
O 0.8931 2.3119 -3.6641
C 2.3178 2.4668 -3.5955
O -0.3712 3.6962 -5.0464
C -1.3272 4.6813 -5.4564
H 1.3037 3.2270 -0.1803
H -0.4458 3.3791 -0.3644
H 0.4389 2.0644 -1.1862
H 2.6842 2.0268 -2.6670
H 2.6187 3.5144 -3.6320
H 2.7657 1.9403 -4.4381
H -1.1446 5.6359 -4.9645
H -2.3363 4.3378 -5.2325
H -1.2294 4.8177 -6.5329
C 13.2931 5.1152 3.6142
O 12.2249 5.8326 3.0079
P 10.7315 5.0894 3.0181
O 10.7099 4.5595 4.4137
O 11.1872 3.9501 1.9467
C 11.7837 4.3613 0.7119
O 9.1408 4.8338 2.6061
C 8.1712 5.5577 3.3849
H 14.2222 5.5019 3.1931
H 13.2935 5.2899 4.6885
H 13.2282 4.0471 3.4099
H 12.8558 4.1612 0.7448
H 11.6283 5.4219 0.5130
H 11.3419 3.7818 -0.0970
H 8.4712 6.5962 3.5147
H 8.0422 5.0868 4.3575
H 7.2197 5.5331 2.8577
C -2.1851 -0.5106 -0.5223
O -1.9024 -0.9987 0.7843
P -3.0016 -0.6207 1.9780
O -4.2814 -0.8787 1.2403
O -2.5817 0.9353 1.9627
C -1.1789 1.2828 2.1184
O -3.6454 -0.4172 3.5067
C -4.3321 -1.5469 4.0677
H -1.2402 -0.4778 -1.0646
H -2.8632 -1.1930 -1.0351
H -2.6113 0.4913 -0.4948
H -0.7765 1.5915 1.1588
H -0.5909 0.4479 2.4932
H -1.0970 2.1121 2.8159
H -3.7673 -2.4653 3.9158
H -5.3211 -1.6442 3.6206
H -4.4411 -1.3760 5.1379
C -8.1080 -5.8811 0.8712
O -8.3059 -4.9630 -0.1953
P -8.1707 -3.3170 0.1809
O -6.9338 -3.5233 1.0179
O -9.5307 -3.3587 1.0870
C -10.7601 -3.7364 0.4602
O -8.1275 -1.6552 0.3645
C -6.9848 -0.9621 -0.1925
H -8.6048 -6.8129 0.5933
H -7.0440 -6.0744 1.0013
H -8.5367 -5.5150 1.8032
H -11.0260 -4.7491 0.7676
H -10.6943 -3.7037 -0.6280
H -11.5422 -3.0524 0.7870
H -6.7647 -1.3267 -1.1956
H -6.1097 -1.0859 0.4447
H -7.2338 0.0960 -0.2517
C -6.7065 -7.6122 -3.3627
O -5.8861 -6.5397 -3.8069
P -4.2573 -6.6595 -3.4677
O -4.0229 -8.0956 -3.8135
O -4.4748 -6.4314 -1.8791
C -5.2310 -5.2841 -1.4414
O -2.6722 -6.1655 -3.3206
C -1.8544 -6.2599 -4.4965
H -7.7247 -7.2287 -3.2851
H -6.6881 -8.4200 -4.0926
H -6.3917 -7.9824 -2.3876
H -6.2123 -5.6083 -1.1057
H -5.3530 -4.5498 -2.2390
H -4.7116 -4.8170 -0.6073
H -2.3798 -5.8825 -5.3721
H -1.5563 -7.2943 -4.6607
H -0.9642 -5.6550 -4.3348

Properties
E_HOMO (eV): -4.61
Total charge: -1
Gap between HOMO and LUMO (eV): 3.88
Energy above the lowest of the compared OMol25 structures with the same formula, charge and spin (kcal per mole): 105.61
Lowest unoccupied orbital energy (Eh): -0.0266

Mulliken population analysis, charges in e, atoms 1 to 5:
1. C -0.91
2. P -0.04
3. C -0.82
4. N -0.15
5. C -0.73



A molecular structure, C13H4Cl4MnNO6 at a distorted geometry. Source: OMol25; level of theory: wB97M-V/def2-TZVPD.

Geometry (Å):
Mn 0.8722 -0.7031 -0.3655
O -2.2845 -2.4563 1.6303
C -1.1534 -1.9870 1.1681
O -0.8567 -2.0089 -0.0187
C -0.2044 -1.4277 2.1420
C -0.3280 -1.3668 3.5149
C 0.7066 -0.7914 4.2427
C 1.8309 -0.3159 3.5804
C 1.8828 -0.4205 2.2040
N 0.8778 -0.9486 1.5118
C 3.0190 0.0108 1.2694
O 4.0497 0.4444 1.7133
O 2.6886 -0.1785 0.0280
H -2.8212 -2.7850 0.8918
H -1.2200 -1.7596 3.9823
H 0.6405 -0.7193 5.3195
H 2.6638 0.1382 4.0995
Cl -2.7167 3.7559 -3.8908
C -1.6857 2.4623 -3.4257
C -1.0935 1.6580 -4.3962
Cl -1.4110 1.9446 -6.0609
C -0.2444 0.6088 -4.0224
Cl 0.4970 -0.4009 -5.2006
C 0.0032 0.3654 -2.6815
O 0.7881 -0.5879 -2.1917
C -0.6064 1.1839 -1.6878
O -0.2790 0.8757 -0.4454
C -1.4438 2.2228 -2.0686
Cl -2.1716 3.1866 -0.8421

Properties
E_HOMO (spin up / spin down) (eV): -7.53 / -7.63
Total charge: 0
Gap between HOMO and LUMO (spin up / spin down) (eV): 5.41 / 5.25
2S+1: 5
Lowest unoccupied orbital energy (spin up / spin down) (Eh): -0.0778 / -0.0875

Mulliken population analysis, charges in e, atoms 1 to 5:
1. Mn 0.33
2. O -0.42
3. C 0.70
4. O -0.52
5. C 0.29



C7H15NOS in the gas phase at a distorted geometry. Source: OMol25; level of theory: wB97M-V/def2-TZVPD.

Geometry (Å):
C 1.5577 -0.5250 -0.1863
C 1.7395 -0.8349 -1.6438
C -3.3637 -0.9502 0.1856
C 0.4934 1.0816 1.6265
C 1.2640 1.9169 -0.5931
C -1.8524 -1.0291 0.4337
C 0.7093 0.6831 0.0896
N 2.3462 -0.9708 0.6965
O -1.8672 1.6129 -0.4131
S -1.0546 0.3709 -0.6103
H 2.4869 -1.6627 -1.6499
H 0.7006 -0.8420 -2.0775
H 2.2058 0.0432 -1.9142
H -3.5628 0.1827 0.2613
H -3.6168 -1.3874 -0.7240
H -3.8100 -1.5741 0.9915
H -0.1553 1.9648 1.5286
H 1.4347 1.3684 1.9095
H 0.0305 0.2857 2.1971
H 0.6319 2.7244 -0.2061
H 1.1751 1.9795 -1.6056
H 2.3597 2.1188 -0.2828
H -1.4591 -1.9741 0.2869
H -1.6079 -0.7783 1.4003
H 2.2129 -0.5481 1.6132

Properties
E_HOMO (eV): -8.60
Total charge: 0
Gap between HOMO and LUMO (eV): 9.37
Energy above the lowest of the compared OMol25 structures with the same formula, charge and spin (kcal per mole): 83.94
Lowest unoccupied orbital energy (Eh): 0.0283

Mulliken population analysis, charges in e, atoms 1 to 5:
1. C 0.36
2. C -1.20
3. C -1.11
4. C -2.17
5. C -1.86



2 unconnected molecules or ions with the total composition C6H9ClFNO5S at a distorted geometry. Source: OMol25; level of theory: wB97M-V/def2-TZVPD.

Geometry (Å):
O 5.1678 0.6223 0.4975
C 4.2013 0.7434 1.3005
Cl 3.8644 -0.6378 2.4332
C 3.4093 2.1361 1.2491
N 2.1233 2.1002 0.4816
S 1.0056 0.9461 1.1266
O 1.0544 0.9047 2.6250
O 1.1935 -0.3992 0.4722
F -0.5153 1.4838 0.5959
H 3.2914 2.5057 2.3401
H 4.0810 2.9162 0.7251
H 1.6743 3.0248 0.6742
O -3.6288 0.3989 -2.8156
C -3.2042 -0.4946 -2.1293
O -3.4847 -1.8110 -2.3334
C -2.9115 -2.5880 -1.2760
C -1.8034 -1.7320 -0.7086
C -2.3378 -0.3301 -0.9104
H -3.6911 -2.8019 -0.5384
H -2.5354 -3.5313 -1.6759
H -1.5672 -1.9663 0.3308
H -0.8918 -1.8656 -1.2995
H -2.9594 -0.0066 -0.0720
H -1.5357 0.3822 -1.0927

Properties
E_HOMO (eV): -10.05
SMILES: O=C(Cl)CNS(=O)(=O)F.O=C1CCCO1
Total charge: 0
Gap between HOMO and LUMO (eV): 9.39
Lowest unoccupied orbital energy (Eh): -0.0242

Mulliken population analysis, charges in e, atoms 1 to 5:
1. O -0.45
2. C 0.45
3. Cl -0.10
4. C -0.41
5. N -0.33



Look up the total charge of the first one. +1